Below is a single C2H5N3O molecule in a non-equilibrium geometry, with properties calculated with the ωB97M-V functional and the def2-TZVPD basis.

Computed properties:
Strongest force on any atom = 6.77 eV Å⁻¹
HOMO-LUMO gap = 9.6 eV
Charge = 0
Energy relative to the best compared isomer or geometry (same formula, charge and spin) = 81.22 kcal per mole

Last column: Löwdin charge in e.
Cartesian coordinates (Å):
1 N -2.05584 0.45009 -0.36563  -0.0068
2 N -1.37845 -0.67024 -0.00806  -0.0798
3 C -0.18736 -0.85525 -0.01352  -0.1847
4 C 0.70745 0.25281 -0.06844  -0.5604
5 N 1.98592 -0.05259 -0.15671  0.1630
6 O 0.22788 1.39824 0.09807  0.0006
7 H -1.52232 1.20273 0.18462  0.0659
8 H -2.97162 0.51976 0.45665  0.1828
9 H 0.31570 -1.90198 0.36679  0.1580
10 H 2.70635 0.70689 -0.34778  0.1633
11 H 2.17231 -1.05046 -0.14599  0.0982

Cartesian forces (eV/Å) of the 2 atoms listed first:
N -2.54 2.58 5.71
N -5.45 -2.48 -0.10